[1]
C7H14 | ωB97M-V/def2-TZVPD

The geometry in XYZ format:
```
21
C7H14 (ωB97M-V/def2-TZVPD)
C 1.184 -0.066 1.582
C -0.102 1.330 0.600
C 0.580 2.578 0.497
C -0.423 0.557 -0.658
C -0.987 -0.836 -0.490
C -1.193 -1.690 -1.709
C -0.134 -2.051 -0.708
H 1.915 -0.514 0.899
H 1.683 0.321 2.483
H 0.433 -0.803 1.873
H -0.829 1.239 1.407
H 0.448 3.336 1.259
H 1.113 1.361 1.075
H 1.109 2.824 -0.416
H -1.156 1.195 -1.175
H 0.463 0.539 -1.304
H -1.754 -0.920 0.280
H -2.087 -2.305 -1.763
H -0.871 -1.287 -2.667
H 0.904 -1.892 -0.989
H -0.294 -2.918 -0.074
```

Results
E_HOMO, hartree: -0.2517
Max |F|, Eh/bohr: 0.00656
Orbital gap, eV: 8.0
Energy relative to the best compared isomer or geometry (same formula, charge and spin), kJ/mol: 564.73
E_LUMO, eV: 1.1
Total charge: 0

Mulliken population analysis, charges in e, atoms 1 to 8: number 1, C, carries -1.4009; number 2, C, carries 0.2253; number 3, C, carries -1.1789; number 4, C, carries -0.6524; number 5, C, carries 0.0631; number 6, C, carries -0.6484; number 7, C, carries -0.6780; number 8, H, carries 0.2508

=====

[2]
C7H14 | ωB97M-V/def2-TZVPD

The geometry in XYZ format:
```
21
C7H14 (ωB97M-V/def2-TZVPD)
C 1.381 1.006 -0.294
C 0.462 1.711 0.333
C 0.130 2.660 1.396
C -0.895 2.263 0.330
H 2.396 0.915 0.084
H 1.145 0.498 -1.223
H -0.035 2.306 2.413
H 0.581 3.647 1.332
H -1.160 2.982 -0.441
H -1.717 1.630 0.656
H -1.063 -0.402 1.577
H -0.862 0.031 2.146
C -0.974 -2.339 0.077
C 0.220 -2.049 -0.432
C 0.515 -2.012 -1.904
H -1.838 -2.504 -0.564
H -1.133 -2.435 1.146
H 1.056 -1.864 0.243
H 0.995 -2.948 -2.211
H -0.404 -1.892 -2.487
H 1.202 -1.205 -2.176
```

Results
E_HOMO, hartree: -0.3454
Max |F|, Eh/bohr: 0.00481
Orbital gap, eV: 10.6
Energy relative to the best compared isomer or geometry (same formula, charge and spin), kJ/mol: 387.88
E_LUMO, eV: 1.2
Total charge: 0

Mulliken population analysis, charges in e, atoms 1 to 8: number 1, C, carries -0.8511; number 2, C, carries 0.4053; number 3, C, carries -0.4675; number 4, C, carries -0.4617; number 5, H, carries 0.2617; number 6, H, carries 0.2140; number 7, H, carries 0.1990; number 8, H, carries 0.2368

=====

[3]
C7H14 | ωB97M-V/def2-TZVPD

The geometry in XYZ format:
```
21
C7H14 (ωB97M-V/def2-TZVPD)
C -2.236 -0.019 1.278
C -1.995 0.057 -0.202
C -1.150 0.863 -0.848
C -0.225 1.891 -0.263
H -1.543 0.604 1.852
H -3.256 0.306 1.522
H -2.138 -1.051 1.636
H -2.592 -0.628 -0.805
H -1.107 0.776 -1.935
H 0.795 1.733 -0.632
H -0.197 1.864 0.831
H -0.528 2.901 -0.565
C 1.294 -1.489 -1.419
C 2.220 -1.063 -0.565
C 1.951 -0.680 0.862
H 1.543 -1.767 -2.440
H 0.249 -1.565 -1.125
H 3.256 -0.992 -0.898
H 0.875 -0.655 1.067
H 2.416 -1.393 1.554
H 2.368 0.308 1.094
```

Results
E_HOMO, hartree: -0.3347
Max |F|, Eh/bohr: 0.00395
Orbital gap, eV: 10.2
Energy relative to the best compared isomer or geometry (same formula, charge and spin), kJ/mol: 147.24
E_LUMO, eV: 1.1
Total charge: 0

Mulliken population analysis, charges in e, atoms 1 to 8: number 1, C, carries -1.1493; number 2, C, carries -0.0822; number 3, C, carries -0.1407; number 4, C, carries -1.0625; number 5, H, carries 0.2510; number 6, H, carries 0.3440; number 7, H, carries 0.2793; number 8, H, carries 0.3745

=====

[4]
C7H14 | ωB97M-V/def2-TZVPD

The geometry in XYZ format:
```
21
C7H14 (ωB97M-V/def2-TZVPD)
C -1.878 -0.909 0.790
C -1.679 0.274 0.216
C -1.219 0.462 -1.208
C 0.271 0.706 -1.074
C 1.129 -0.306 -1.111
C 0.682 2.115 -0.721
H -2.045 -0.997 1.859
H -1.864 -1.833 0.215
H -1.691 1.172 0.834
H -1.721 1.310 -1.694
H -1.425 -0.436 -1.801
H 2.180 -0.169 -0.868
H 0.807 -1.321 -1.343
H 0.853 2.704 -1.630
H 1.604 2.125 -0.131
H -0.103 2.623 -0.147
C 1.223 -1.508 1.557
H 2.037 -1.851 0.911
H 1.510 -0.555 2.010
H 1.037 -2.252 2.328
H 0.295 -1.354 1.009
```

Results
E_HOMO, hartree: -0.3326
Max |F|, Eh/bohr: 0.00900
Orbital gap, eV: 10.1
Energy relative to the best compared isomer or geometry (same formula, charge and spin), kJ/mol: 174.27
E_LUMO, eV: 1.1
Total charge: 0

Mulliken population analysis, charges in e, atoms 1 to 8: number 1, C, carries -0.9939; number 2, C, carries 0.0990; number 3, C, carries -0.8510; number 4, C, carries 0.9534; number 5, C, carries -1.2462; number 6, C, carries -1.2643; number 7, H, carries 0.2903; number 8, H, carries 0.3624

=====

[5]
C7H14 | ωB97M-V/def2-TZVPD

The geometry in XYZ format:
```
21
C7H14 (ωB97M-V/def2-TZVPD)
C -1.680 0.175 0.216
C -1.029 -1.048 -0.431
C 0.132 -1.635 0.375
C 1.344 -0.691 0.553
C 1.513 0.378 -0.537
C 0.401 1.462 -0.611
C -0.709 1.351 0.444
H -2.127 -0.123 1.177
H -2.511 0.507 -0.422
H -1.789 -1.823 -0.593
H -0.667 -0.775 -1.431
H -0.239 -1.935 1.365
H 0.457 -2.559 -0.119
H 1.291 -0.197 1.529
H 2.261 -1.295 0.586
H 2.478 0.870 -0.368
H 1.607 -0.119 -1.511
H 0.861 2.452 -0.516
H -0.059 1.449 -1.608
H -1.279 2.288 0.461
H -0.255 1.267 1.441
```

Results
E_HOMO, hartree: -0.3921
Max |F|, Eh/bohr: 0.00418
Orbital gap, eV: 11.9
Energy relative to the best compared isomer or geometry (same formula, charge and spin), kJ/mol: 11.01
E_LUMO, eV: 1.2
Total charge: 0

Mulliken population analysis, charges in e, atoms 1 to 8: number 1, C, carries -0.7041; number 2, C, carries -0.5743; number 3, C, carries -0.6547; number 4, C, carries -0.6127; number 5, C, carries -0.7123; number 6, C, carries -0.7018; number 7, C, carries -0.5866; number 8, H, carries 0.2965

=====

[6]
C7H14 | ωB97M-V/def2-TZVPD

The geometry in XYZ format:
```
21
C7H14 (ωB97M-V/def2-TZVPD)
C 1.285 -0.922 -0.108
C -0.092 -0.523 -0.633
C -0.217 1.027 -0.785
C 0.994 1.889 -1.134
C -0.757 1.030 0.681
C -1.177 -0.444 0.437
C -1.173 -1.707 1.274
H 1.296 -1.969 0.208
H 1.624 -0.317 0.741
H 2.021 -0.801 -0.910
H -0.376 -1.271 -1.392
H -1.037 1.277 -1.470
H 1.820 1.749 -0.428
H 1.377 1.665 -2.138
H 0.736 2.956 -1.118
H -1.548 1.746 0.923
H 0.060 1.154 1.399
H -2.148 -0.385 -0.073
H -1.039 -2.487 0.504
H -0.330 -1.781 1.958
H -2.097 -1.916 1.806
```

Results
E_HOMO, hartree: -0.3685
Max |F|, Eh/bohr: 0.01732
Orbital gap, eV: 11.2
Energy relative to the best compared isomer or geometry (same formula, charge and spin), kJ/mol: 101.37
E_LUMO, eV: 1.1
Total charge: 0

Mulliken population analysis, charges in e, atoms 1 to 8: number 1, C, carries -1.5297; number 2, C, carries 0.1444; number 3, C, carries 0.2577; number 4, C, carries -1.5485; number 5, C, carries -0.9188; number 6, C, carries 0.3092; number 7, C, carries -1.4315; number 8, H, carries 0.3966

=====

[7]
C7H14BBrO5 | ωB97M-V/def2-TZVPD

The geometry in XYZ format:
```
28
C7H14BBrO5 (ωB97M-V/def2-TZVPD)
C 2.619 2.300 -0.905
C 1.750 1.980 0.299
Br 2.505 3.034 1.820
C 0.283 2.378 0.167
B -0.553 1.533 -0.908
O -1.641 0.796 -0.516
O -0.272 1.497 -2.250
O 1.831 0.629 0.733
C 2.469 -0.313 -0.021
O 2.104 -0.657 -1.103
H 2.260 1.779 -1.796
H 3.664 2.047 -0.711
H 2.572 3.379 -1.079
H -0.162 2.220 1.157
H 0.235 3.453 -0.048
H -1.675 0.733 0.447
H 0.246 2.246 -2.559
H 3.320 -0.764 0.508
C -3.226 -2.498 0.031
C -2.387 -2.730 1.263
C -0.973 -3.210 1.030
O -2.813 -2.528 2.375
H -4.216 -2.150 0.317
H -2.743 -1.749 -0.600
H -3.316 -3.422 -0.543
H -0.433 -2.488 0.414
H -0.985 -4.162 0.496
H -0.465 -3.332 1.983
```

Results
E_HOMO, hartree: -0.3516
Max |F|, Eh/bohr: 0.01007
Orbital gap, eV: 9.9
E_LUMO, eV: 0.3
Total charge: 0

Mulliken population analysis, charges in e, atoms 1 to 8: number 1, C, carries -1.6620; number 2, C, carries 0.8099; number 3, Br, carries -0.1205; number 4, C, carries -1.0417; number 5, B, carries 0.6252; number 6, O, carries -0.5190; number 7, O, carries -0.5385; number 8, O, carries -0.2168

=====

[8]
C7H14Br2Cl10 | ωB97M-V/def2-TZVPD

The geometry in XYZ format:
```
33
C7H14Br2Cl10 (ωB97M-V/def2-TZVPD)
Br 8.550 21.274 9.746
C 7.187 21.761 11.076
C 7.018 23.257 11.107
Br 5.525 23.708 12.344
H 7.528 21.247 11.970
H 6.223 21.302 10.857
H 6.786 23.656 10.122
H 7.910 23.792 11.424
Cl 6.858 21.930 5.607
C 7.358 20.251 5.369
Cl 6.130 19.326 4.420
H 8.263 20.246 4.776
H 7.498 19.750 6.318
Cl 3.150 24.684 9.631
C 2.267 23.305 10.320
Cl 0.825 22.991 9.319
H 2.895 22.431 10.408
H 1.884 23.595 11.291
Cl 3.032 19.804 11.346
C 1.969 18.437 10.828
Cl 2.607 16.918 11.435
H 0.985 18.601 11.248
H 1.956 18.441 9.746
Cl -1.503 20.837 6.165
C -0.154 21.687 5.411
Cl -0.312 21.597 3.612
H -0.274 22.739 5.647
H 0.859 21.396 5.658
Cl 2.380 20.014 7.324
C 3.931 20.811 7.103
Cl 4.639 21.383 8.609
H 4.624 20.135 6.618
H 3.850 21.650 6.417
```

Results
E_HOMO, hartree: -0.3837
Max |F|, Eh/bohr: 0.03009
Orbital gap, eV: 10.7
E_LUMO, eV: 0.3
Total charge: 0

Mulliken population analysis, charges in e, atoms 1 to 8: number 1, Br, carries -0.1485; number 2, C, carries -0.2846; number 3, C, carries -0.5170; number 4, Br, carries -0.1702; number 5, H, carries 0.4139; number 6, H, carries -0.0120; number 7, H, carries 0.3325; number 8, H, carries 0.4161

=====

[9]
C7H14BrN2 | ωB97M-V/def2-TZVPD

The geometry in XYZ format:
```
24
C7H14BrN2 (ωB97M-V/def2-TZVPD)
C 1.121 1.086 -0.655
C 1.827 -0.961 0.442
C -0.196 0.289 1.260
C -0.006 0.148 -1.418
C 0.917 -1.800 -0.478
C 1.237 0.404 0.711
C -0.763 -0.877 0.688
N -4.112 0.957 -0.723
N -0.298 -1.067 -0.547
Br -3.332 -0.480 0.171
H 2.063 1.278 -1.198
H 0.670 2.131 -0.675
H 1.953 -1.499 1.393
H 2.879 -0.881 0.053
H -0.176 0.373 2.305
H -0.572 1.255 0.954
H -0.880 0.748 -1.454
H 0.290 -0.125 -2.499
H 1.337 -1.848 -1.518
H 0.807 -2.899 0.007
H 1.853 0.798 1.496
H -1.071 -1.731 1.277
H -4.167 1.801 -0.235
H -4.955 0.575 -0.951
```

Results
E_HOMO, hartree: -0.4827
Max |F|, Eh/bohr: 0.08317
Orbital gap, eV: 7.9
Energy relative to the best compared isomer or geometry (same formula, charge and spin), kJ/mol: 302.83
E_LUMO, eV: -5.2
Total charge: +1

Mulliken population analysis, charges in e, atoms 1 to 8: number 1, C, carries -0.9570; number 2, C, carries -0.7462; number 3, C, carries -0.5587; number 4, C, carries -0.4379; number 5, C, carries -0.6477; number 6, C, carries 0.1098; number 7, C, carries -0.7179; number 8, N, carries -0.4939

=====

[10]
C7H14CdO4 | ωB97M-V/def2-TZVPD

The geometry in XYZ format:
```
26
C7H14CdO4 (ωB97M-V/def2-TZVPD)
C 1.181 3.247 -0.531
O 2.218 2.745 0.253
C -0.100 2.410 -0.459
O 0.184 1.072 -0.829
C -0.149 0.018 0.129
C 0.595 -1.236 -0.229
O 2.021 -1.070 -0.003
C 2.819 -2.213 -0.241
Cd 2.131 0.875 0.512
H 1.483 3.305 -1.598
H 0.903 4.276 -0.224
H -0.854 2.805 -1.158
H -0.514 2.467 0.565
H 0.478 -1.506 -1.293
H 0.269 -2.072 0.406
H 3.851 -1.953 0.017
H 2.475 -3.049 0.384
H 2.759 -2.494 -1.303
H -0.673 0.052 1.096
C -3.354 -1.221 1.256
O -3.105 -0.184 0.306
C -2.179 -0.373 -0.653
H -4.434 -1.422 1.261
H -2.798 -2.134 0.987
H -3.039 -0.882 2.253
H -2.170 -1.461 -0.906
```

Results
E_HOMO (alpha / beta), hartree: -0.2248 / -0.2248
Max |F|, Eh/bohr: 0.05351
Orbital gap (alpha / beta), eV: 5.7 / 5.7
Energy relative to the best compared isomer or geometry (same formula, charge and spin), kJ/mol: 155.12
E_LUMO (alpha / beta), eV: -0.4 / -0.4
Total charge: 0

Mulliken population analysis, charges in e, atoms 1 to 8: number 1, C, carries -0.0090; number 2, O, carries -0.8384; number 3, C, carries -0.7467; number 4, O, carries -0.2926; number 5, C, carries -0.5927; number 6, C, carries -0.0833; number 7, O, carries -0.2006; number 8, C, carries -0.6926

=====

[11]
C7H14Cl2FHfO6 | ωB97M-V/def2-TZVPD

The geometry in XYZ format:
```
31
C7H14Cl2FHfO6 (ωB97M-V/def2-TZVPD)
Hf -0.203 2.212 -0.993
F -1.047 0.827 0.361
C -0.215 -2.444 -1.409
O -0.615 -1.985 -2.726
C -0.682 -0.737 -3.015
O -0.393 0.218 -2.231
O -1.061 -0.497 -4.215
C -1.158 -1.546 -5.213
H 0.194 -1.621 -0.828
H 0.514 -3.250 -1.406
H -1.139 -2.821 -0.976
H -0.174 -2.009 -5.274
H -1.469 -1.136 -6.167
H -1.822 -2.383 -4.996
C 2.944 4.200 1.553
O 2.607 3.140 2.480
C 1.670 2.316 2.159
O 1.170 2.230 0.992
O 1.365 1.575 3.155
C 0.231 0.693 3.192
H 2.061 4.816 1.378
H 3.399 3.831 0.636
H 3.664 4.908 1.955
H 0.286 0.183 4.151
H 0.421 -0.142 2.513
H -0.693 1.230 3.007
C -1.926 -2.340 2.271
Cl -2.115 -4.056 2.219
Cl -2.750 -1.562 3.625
H -0.874 -2.074 2.434
H -2.190 -1.776 1.371
```

Results
E_HOMO, hartree: -0.6688
Max |F|, Eh/bohr: 0.19177
Orbital gap, eV: 2.2
E_LUMO, eV: -16.0
Total charge: +3

Mulliken population analysis, charges in e, atoms 1 to 8: number 1, Hf, carries 2.2509; number 2, F, carries -0.2566; number 3, C, carries -0.5850; number 4, O, carries -0.2638; number 5, C, carries 0.9144; number 6, O, carries -0.4652; number 7, O, carries -0.2914; number 8, C, carries -0.6219

=====

[12]
C7H14ClNOP2 | ωB97M-V/def2-TZVPD

The geometry in XYZ format:
```
26
C7H14ClNOP2 (ωB97M-V/def2-TZVPD)
C -3.259 -0.173 0.715
C -3.875 1.210 0.492
C 2.989 -0.987 -1.759
C -3.726 2.067 -0.490
C 3.304 -0.735 -0.275
C 2.071 -0.836 0.686
C 1.687 0.503 1.301
N -0.866 0.017 -0.260
O 1.305 1.232 0.150
P -2.311 -0.670 -0.776
P -0.026 1.303 -0.700
Cl -1.946 -2.591 0.037
H -4.069 -0.994 1.015
H -2.673 0.123 1.619
H -4.555 1.653 1.364
H 2.502 -1.844 -1.894
H 2.459 -0.070 -1.962
H 3.795 -0.871 -2.455
H -4.119 2.990 -0.536
H -3.178 1.827 -1.517
H 3.967 -1.577 -0.063
H 3.725 0.168 -0.030
H 1.289 -1.206 0.122
H 2.235 -1.745 1.456
H 0.718 0.314 1.831
H 2.559 0.892 1.929
```

Results
E_HOMO (alpha / beta), hartree: -0.2281 / -0.3549
2S+1: 3
Max |F|, Eh/bohr: 0.11154
Orbital gap (alpha / beta), eV: 7.0 / 6.7
E_LUMO (alpha / beta), eV: 0.8 / -3.0
Total charge: 0

Mulliken population analysis, charges in e, atoms 1 to 8: number 1, C, carries -0.3875; number 2, C, carries 0.1153; number 3, C, carries -1.2470; number 4, C, carries -0.8656; number 5, C, carries -0.4577; number 6, C, carries -0.4602; number 7, C, carries -0.4767; number 8, N, carries 0.1597